No. 1
ORCA calculation (ωB97M-V/def2-TZVPD) on a structure of composition C46H112Hg2N10O14 at a distorted geometry.

Last column: Löwdin charge in e.
Element x y z (Å)
1 Hg 0.53846 1.50755 -4.32654  1.30
2 Hg -0.38477 -1.88877 3.40521  1.28
3 C -1.30470 0.17147 -0.38298  -0.02
4 C -0.49207 0.64977 -1.44508  -0.30
5 C 1.06174 0.30341 -1.46103  -0.29
6 O 1.69669 0.70294 -2.46536  -0.15
7 C 1.54056 -0.56840 -0.46563  0.03
8 C 0.65256 -1.11194 0.43558  -0.35
9 C -0.80426 -0.77031 0.48816  -0.41
10 O -1.64588 -1.29725 1.29560  -0.09
11 O 1.15113 -1.90373 1.31799  -0.12
12 O -0.89201 1.24694 -2.45405  -0.10
13 H -2.33604 0.48973 -0.32061  0.13
14 H 2.59364 -0.79084 -0.41007  0.09
15 C 3.14756 -4.39056 -1.18660  -0.05
16 C 3.12438 -5.28544 0.06026  -0.38
17 C 3.15853 -4.42682 1.31833  -0.20
18 O 3.68774 -5.02368 2.47846  -0.17
19 C 3.83048 -4.19921 3.60177  -0.11
20 N 2.02033 -6.28038 0.11067  0.04
21 H 4.18512 -4.10902 -1.37210  0.08
22 H 2.61982 -3.44425 -1.03046  0.06
23 H 2.72418 -4.86129 -2.07182  0.08
24 H 4.02524 -5.89702 -0.06400  0.14
25 H 2.10993 -4.24014 1.58889  0.09
26 H 3.64755 -3.47601 1.09811  0.09
27 H 3.70213 -3.14670 3.31983  0.08
28 H 4.82284 -4.37268 4.01169  0.11
29 H 3.05601 -4.32646 4.36391  0.06
30 H 2.23071 -6.75211 0.99098  0.07
31 H 2.34938 -6.95625 -0.57575  0.09
32 C -1.65617 -2.72157 -1.36929  -0.04
33 C -0.97561 -4.10662 -1.31617  -0.39
34 C -0.15840 -4.32755 -2.58886  -0.20
35 O -0.82169 -4.02898 -3.80110  -0.28
36 C -1.67819 -5.07602 -4.23122  -0.08
37 N -0.19072 -4.24076 -0.11626  0.08
38 H -2.43485 -2.69282 -2.13588  0.09
39 H -1.02165 -1.83305 -1.43832  0.06
40 H -2.27763 -2.48312 -0.49831  0.08
41 H -1.83242 -4.78519 -1.27757  0.14
42 H 0.20785 -5.35932 -2.54529  0.13
43 H 0.67356 -3.61937 -2.53934  0.11
44 H -2.05094 -5.80067 -3.50245  0.09
45 H -1.12503 -5.59544 -5.01678  0.09
46 H -2.61525 -4.68900 -4.63822  0.09
47 H 0.61868 -3.63318 -0.19036  0.04
48 H 0.17201 -5.15115 0.15163  0.05
49 C 3.10908 3.53442 -2.43410  -0.06
50 C 1.67933 4.02541 -2.15031  -0.36
51 C 1.70290 5.56935 -2.16852  -0.21
52 O 0.52243 6.22788 -1.78034  -0.21
53 C 0.76852 7.55731 -1.33097  -0.08
54 N 0.86927 3.58053 -3.28432  0.00
55 H 3.35978 3.75742 -3.47323  0.09
56 H 3.24474 2.46101 -2.29886  0.04
57 H 3.86317 3.92336 -1.74671  0.09
58 H 1.45643 3.67027 -1.14645  0.12
59 H 2.04044 5.93636 -3.15013  0.14
60 H 2.50343 5.96667 -1.53149  0.12
61 H 1.63328 7.61391 -0.66398  0.08
62 H -0.05718 7.98415 -0.76517  0.09
63 H 0.95478 8.17912 -2.20904  0.10
64 H 1.02883 4.19601 -4.07992  0.10
65 H -0.10192 3.84642 -3.04224  0.06
66 C -2.43351 3.52829 2.27154  -0.03
67 C -1.09783 2.86402 1.92341  -0.40
68 C 0.01914 3.70069 1.30863  -0.18
69 O 0.75806 4.42025 2.28847  -0.17
70 C 1.80274 5.13178 1.70337  -0.12
71 N -0.56959 2.24391 3.15425  0.04
72 H -3.19692 2.97415 2.80990  0.07
73 H -2.85036 3.88060 1.32488  0.05
74 H -2.12031 4.40192 2.85261  0.10
75 H -1.31661 2.06647 1.20966  0.10
76 H -0.36315 4.41049 0.56872  0.12
77 H 0.74677 2.97770 0.91856  0.12
78 H 2.34421 5.74673 2.42196  0.10
79 H 1.49890 5.87148 0.94926  0.08
80 H 2.52744 4.48412 1.19202  0.09
81 H -1.30110 1.61623 3.47784  0.08
82 H -0.56713 3.01233 3.82296  0.09
83 C 2.75153 -1.12796 5.27157  -0.06
84 C 1.78752 0.03855 4.99943  -0.39
85 C 2.56630 1.36924 5.08508  -0.18
86 O 3.43731 1.41625 3.98200  -0.20
87 C 4.09022 2.64034 3.76531  -0.07
88 N 1.16196 -0.19239 3.67361  0.01
89 H 3.71227 -0.99423 4.76532  0.09
90 H 2.45244 -2.16836 5.16259  0.05
91 H 3.08041 -0.97883 6.30656  0.09
92 H 1.06824 -0.02109 5.81796  0.14
93 H 3.16276 1.36081 5.99861  0.14
94 H 1.77757 2.12717 5.05029  0.13
95 H 4.90854 2.47719 3.06654  0.09
96 H 4.47686 3.05150 4.70286  0.10
97 H 3.40601 3.37897 3.33918  0.07
98 H 1.97062 -0.18958 3.04799  0.10
99 H 0.80350 0.77171 3.55056  0.05
100 C -5.28209 0.84329 1.12240  -0.07
101 C -6.77607 0.91559 1.32476  -0.40
102 C -7.28138 0.66403 2.73926  -0.20
103 O -7.39853 -0.73174 2.89770  -0.17
104 C -7.10596 -1.23950 4.16707  -0.13
105 N -7.15302 2.27144 0.88283  0.03
106 H -5.04195 0.76809 0.05829  0.07
107 H -4.76098 -0.06449 1.46237  0.07
108 H -4.74697 1.65317 1.61957  0.06
109 H -7.33031 0.26953 0.64506  0.15
110 H -8.26183 1.14216 2.85846  0.13
111 H -6.74407 1.14080 3.56972  0.13
112 H -7.28563 -2.31552 4.24604  0.09
113 H -7.70563 -0.78642 4.95919  0.09
114 H -6.03686 -1.25670 4.42219  0.07
115 H -7.37518 2.25754 -0.10067  0.07
116 H -6.51141 3.02467 1.07551  0.06
117 C -0.01675 -6.49909 3.18872  -0.02
118 C -0.44462 -5.02721 3.24476  -0.42
119 C -1.77204 -4.77018 4.04807  -0.14
120 O -2.15816 -3.52732 3.51612  -0.32
121 C -3.54470 -3.18049 3.48433  -0.06
122 N 0.59296 -4.10905 3.69930  0.03
123 H 1.02077 -6.67058 2.90275  0.07
124 H -0.63071 -7.02861 2.46004  0.09
125 H -0.18456 -6.96957 4.16117  0.09
126 H -0.73410 -4.73272 2.23257  0.11
127 H -1.52658 -4.67831 5.10969  0.14
128 H -2.49002 -5.51100 3.69624  0.15
129 H -4.03761 -3.32971 4.44648  0.10
130 H -4.07566 -3.61786 2.64080  0.11
131 H -3.57391 -2.09809 3.35056  0.08
132 H 1.45892 -4.42026 3.26860  0.04
133 H 0.71077 -4.37645 4.67947  0.10
134 C -4.46629 4.15927 -1.35565  -0.04
135 C -3.30688 4.92673 -2.04151  -0.37
136 C -2.63790 5.94764 -1.10435  -0.20
137 O -3.54941 6.92568 -0.57581  -0.16
138 C -3.60249 8.03820 -1.43698  -0.11
139 N -2.25796 3.92284 -2.33873  0.03
140 H -4.28856 4.08731 -0.28310  0.06
141 H -4.60955 3.13507 -1.70555  0.07
142 H -5.40375 4.65054 -1.62177  0.08
143 H -3.63540 5.53809 -2.88089  0.13
144 H -1.82570 6.46407 -1.61002  0.10
145 H -2.25379 5.38977 -0.24751  0.10
146 H -3.59690 7.73617 -2.49143  0.08
147 H -2.71398 8.68371 -1.40577  0.08
148 H -4.47908 8.64451 -1.22310  0.10
149 H -2.56856 3.05066 -2.76101  0.06
150 H -2.01623 3.49672 -1.44140  0.06
151 C 5.52314 0.81995 -3.83078  -0.07
152 C 5.50560 -0.35128 -2.90546  -0.40
153 C 5.36531 0.00478 -1.41740  -0.21
154 O 5.49137 -1.21600 -0.71802  -0.18
155 C 5.02238 -1.23582 0.62659  -0.09
156 N 4.35354 -1.23332 -3.19887  0.06
157 H 5.47252 0.44377 -4.85721  0.08
158 H 6.41282 1.45045 -3.90396  0.09
159 H 4.70927 1.54799 -3.75252  0.05
160 H 6.45372 -0.85360 -3.10612  0.15
161 H 4.43126 0.54827 -1.23108  0.11
162 H 6.15561 0.72482 -1.16585  0.13
163 H 5.72704 -1.81001 1.22787  0.10
164 H 4.02010 -1.65526 0.70250  0.04
165 H 5.03117 -0.24089 1.08070  0.09
166 H 3.62386 -0.81601 -2.62329  0.03
167 H 4.56128 -2.10524 -2.72149  0.06
168 C 1.22847 -3.06354 -5.74268  -0.02
169 C 0.52672 -1.69968 -5.64238  -0.37
170 C -0.78979 -1.71973 -4.91755  -0.21
171 O -1.29611 -0.39835 -4.88194  -0.25
172 C -2.65341 -0.36587 -4.45222  -0.08
173 N 1.37710 -0.71707 -4.91666  0.03
174 H 1.97797 -3.07845 -6.53165  0.09
175 H 0.45369 -3.77634 -6.03052  0.08
176 H 1.66050 -3.35159 -4.78520  0.08
177 H 0.29026 -1.38148 -6.66150  0.15
178 H -0.56168 -2.13934 -3.92911  0.11
179 H -1.45458 -2.42174 -5.42756  0.14
180 H -2.70500 -0.36387 -3.36071  0.08
181 H -3.23970 -1.15908 -4.91330  0.10
182 H -3.11788 0.58499 -4.72036  0.09
183 H 2.21140 -1.06594 -4.43122  0.07
184 H 1.92565 -0.44078 -5.74314  0.10

HOMO level, eV: -12.10
Total charge: +2
Kohn-Sham gap, Ha: 0.2268

No. 2
ORCA calculation (ωB97M-V/def2-TZVPD) on a cluster of 13 separate species, C46H112N6O20 in total at a distorted geometry.

Last column: Löwdin charge in e.
Element x y z (Å)
1 C 1.66009 3.32181 4.89564  -0.09
2 O 2.23061 4.33195 5.71308  -0.17
3 C 1.54926 4.56020 6.93795  -0.16
4 C 2.02623 3.50242 8.02633  -0.20
5 O 3.31621 3.70867 8.50337  -0.21
6 C 3.91386 2.82514 9.44345  -0.08
7 H 1.47960 2.34266 5.33925  0.08
8 H 2.10858 3.25074 3.90473  0.08
9 H 0.68532 3.72910 4.62725  0.07
10 H 0.48433 4.73963 6.79028  0.11
11 H 1.80156 5.54538 7.33022  0.12
12 H 1.95791 2.54341 7.51277  0.10
13 H 1.49290 3.54650 8.97592  0.12
14 H 3.84458 1.75910 9.22699  0.09
15 H 3.25865 3.07145 10.27898  0.08
16 H 4.93580 3.14113 9.65294  0.09
17 C -2.90690 4.92523 4.56143  -0.16
18 O -1.85920 4.68334 3.70653  -0.20
19 C -2.00257 5.51567 2.52881  -0.15
20 C -0.72548 5.37321 1.68187  -0.21
21 O -0.47358 6.47623 0.82954  -0.18
22 C 0.89220 6.45964 0.21796  -0.05
23 H -2.84798 4.07665 5.24299  0.09
24 H -3.93723 4.78458 4.23471  0.09
25 H -2.77325 5.86009 5.10576  0.09
26 H -2.15129 6.52893 2.90201  0.12
27 H -2.88553 5.20380 1.97094  0.12
28 H -0.97935 4.59353 0.96372  0.09
29 H 0.02697 4.94527 2.34429  0.12
30 H 1.05456 7.28176 -0.47906  0.08
31 H 0.99810 5.54713 -0.36873  0.07
32 H 1.71076 6.45256 0.93769  0.08
33 C -2.19027 1.47564 -6.48737  -0.09
34 O -1.15778 0.59016 -6.96068  -0.16
35 C -1.09643 -0.59967 -6.15632  -0.20
36 C 0.23592 -1.31245 -6.46256  -0.15
37 O 0.15977 -1.57156 -7.89592  -0.20
38 C 1.32224 -2.08336 -8.41729  -0.14
39 H -2.03712 1.68224 -5.42815  0.07
40 H -3.19844 1.06141 -6.49748  0.07
41 H -2.43395 2.26930 -7.19364  0.09
42 H -2.02615 -1.15718 -6.26989  0.12
43 H -0.93382 -0.40600 -5.09606  0.10
44 H 0.28873 -2.22057 -5.86204  0.11
45 H 1.11951 -0.68891 -6.32622  0.10
46 H 1.98841 -1.22351 -8.34667  0.09
47 H 1.18730 -2.34805 -9.46602  0.09
48 H 1.66204 -2.93189 -7.82345  0.08
49 C -0.18436 -0.35723 -1.79724  -0.08
50 O -0.58416 0.25375 -0.55959  -0.20
51 C 0.08485 1.50729 -0.32760  -0.18
52 C 0.06979 2.02076 1.10723  -0.19
53 O 0.45768 1.12954 2.13362  -0.16
54 C 1.81046 0.72642 2.15037  -0.11
55 H 0.68799 -0.97391 -1.58087  0.07
56 H -0.10259 0.33105 -2.63848  0.09
57 H -0.82850 -1.12052 -2.23378  0.07
58 H -0.38119 2.28644 -0.93079  0.11
59 H 1.12141 1.43146 -0.65608  0.11
60 H -0.94180 2.39467 1.26527  0.12
61 H 0.69168 2.91593 1.10951  0.11
62 H 2.02780 0.08179 3.00203  0.09
63 H 2.50837 1.56319 2.12146  0.08
64 H 1.99779 0.07891 1.29379  0.07
65 C 5.82897 -1.89265 2.38478  -0.05
66 O 5.67273 -1.25577 1.05948  -0.21
67 C 6.24883 0.03292 0.96850  -0.22
68 C 5.52526 1.07931 1.83286  -0.15
69 O 5.96155 1.05338 3.22019  -0.23
70 C 7.36533 1.33847 3.39328  -0.08
71 H 5.15552 -1.47132 3.13112  0.07
72 H 6.84661 -1.76193 2.75278  0.08
73 H 5.65345 -2.96821 2.36327  0.08
74 H 6.36447 0.43636 -0.03747  0.12
75 H 7.28826 -0.25649 1.12315  0.12
76 H 4.48966 0.74352 1.88662  0.10
77 H 5.65859 2.11937 1.53525  0.12
78 H 7.76047 1.81383 2.49552  0.09
79 H 7.90523 0.43647 3.68137  0.08
80 H 7.23247 1.93774 4.29401  0.09
81 C -1.81911 3.79808 -3.17521  -0.11
82 O -2.65045 2.89367 -2.43190  -0.23
83 C -3.67342 3.59278 -1.58227  -0.13
84 C -4.11759 2.64168 -0.49705  -0.19
85 O -4.62804 3.31683 0.65813  -0.20
86 C -5.19811 2.34593 1.55619  -0.08
87 H -1.19975 4.39944 -2.50973  0.07
88 H -2.53404 4.46135 -3.66209  0.09
89 H -1.09860 3.36469 -3.86887  0.08
90 H -4.47066 3.88892 -2.26404  0.12
91 H -3.33501 4.58409 -1.28078  0.12
92 H -3.22283 2.07098 -0.24846  0.12
93 H -4.92931 1.97678 -0.79220  0.10
94 H -4.39000 1.64521 1.76609  0.08
95 H -6.09720 1.86804 1.16714  0.08
96 H -5.54201 2.85178 2.45838  0.08
97 C -8.10706 -1.89397 -5.07899  -0.04
98 O -7.22906 -0.91561 -4.43117  -0.22
99 C -7.53642 -0.49337 -3.15117  -0.21
100 C -6.52502 0.68868 -2.77347  -0.16
101 O -5.21314 0.37286 -2.33903  -0.23
102 C -4.30468 -0.13368 -3.35171  -0.08
103 H -8.02988 -2.77420 -4.44074  0.09
104 H -7.80005 -2.10960 -6.10239  0.08
105 H -9.09359 -1.43048 -5.08389  0.08
106 H -7.52511 -1.30491 -2.42358  0.12
107 H -8.50937 -0.01432 -3.04168  0.11
108 H -6.87693 1.20705 -1.88153  0.12
109 H -6.43952 1.35007 -3.63565  0.12
110 H -3.22024 -0.03438 -3.30449  0.08
111 H -4.50645 0.40182 -4.27942  0.07
112 H -4.57225 -1.12089 -3.72844  0.08
113 C 2.24640 -2.54347 2.09246  0.00
114 C 2.89424 -3.10600 3.34074  -0.55
115 O 3.40513 -2.39887 4.21855  0.03
116 N 2.96814 -4.41811 3.24543  0.01
117 C 3.55499 -5.34149 4.15604  -0.07
118 H 1.81029 -3.35246 1.50642  0.07
119 H 2.95850 -2.01058 1.46235  0.07
120 H 1.46582 -1.85520 2.41660  0.05
121 H 2.32266 -4.79386 2.56553  0.13
122 H 4.59255 -5.11826 4.40448  0.09
123 H 3.36456 -6.34106 3.76528  0.09
124 H 3.13581 -5.47699 5.15305  0.09
125 C 3.42866 -0.07530 -4.48622  0.02
126 C 3.56374 0.78331 -3.17769  -0.53
127 O 3.73264 1.99961 -3.37547  -0.02
128 N 3.61671 0.29025 -1.95580  0.04
129 C 3.56237 -1.17161 -1.65148  -0.04
130 H 2.38147 -0.11384 -4.78626  0.05
131 H 3.93521 -1.03728 -4.40811  0.07
132 H 3.85628 0.46401 -5.33142  0.08
133 H 3.70385 0.97734 -1.22067  0.13
134 H 4.59563 -1.51406 -1.59487  0.08
135 H 2.91301 -1.68884 -2.35781  0.05
136 H 3.12993 -1.32291 -0.66243  0.06
137 C -3.59354 -1.35140 -0.26019  0.01
138 C -3.02991 -2.77296 -0.11983  -0.47
139 O -3.67343 -3.81146 -0.41328  -0.02
140 N -1.90367 -3.09865 0.60195  0.02
141 C -1.19185 -1.99105 1.31645  -0.07
142 H -4.53400 -1.38519 -0.81018  0.07
143 H -2.97214 -0.76775 -0.93938  0.06
144 H -3.80110 -0.88921 0.70491  0.09
145 H -1.62950 -4.06109 0.73847  0.13
146 H -1.18008 -2.13279 2.39713  0.07
147 H -1.52694 -0.96400 1.17158  0.07
148 H -0.15633 -2.13891 1.00997  0.04
149 C -0.45350 0.99496 8.28094  -0.01
150 C 0.27718 -0.20640 7.75654  -0.51
151 O 1.12443 -0.82276 8.44303  0.02
152 N 0.02374 -0.51102 6.43654  0.00
153 C 0.46836 -1.68713 5.71441  -0.08
154 H -0.34206 1.81474 7.57126  0.06
155 H 0.05384 1.34989 9.17801  0.08
156 H -1.51964 0.85699 8.46090  0.09
157 H -0.16023 0.24941 5.79780  0.12
158 H 1.44728 -2.07180 6.00051  0.07
159 H 0.59875 -1.50132 4.64831  0.06
160 H -0.24866 -2.48167 5.92103  0.09
161 C -2.36320 -3.47799 -4.15111  0.02
162 C -2.86309 -4.79725 -4.77661  -0.55
163 O -3.80391 -5.34288 -4.20481  0.04
164 N -2.25708 -5.25814 -5.84228  0.00
165 C -2.72048 -6.42263 -6.58294  -0.06
166 H -2.16781 -2.70966 -4.89918  0.04
167 H -1.50344 -3.54979 -3.48495  0.06
168 H -3.13661 -2.92595 -3.61708  0.06
169 H -1.58063 -4.72373 -6.36851  0.13
170 H -2.20743 -6.42969 -7.54463  0.08
171 H -3.80221 -6.34190 -6.68990  0.09
172 H -2.44988 -7.26797 -5.95027  0.09
173 C 0.87341 -4.39326 -1.74442  0.00
174 C 1.73378 -4.10231 -2.96876  -0.55
175 O 1.51337 -3.04306 -3.53217  0.01
176 N 2.70273 -4.93892 -3.32433  0.03
177 C 3.34402 -4.80423 -4.59548  -0.07
178 H -0.13615 -4.80237 -1.78327  0.08
179 H 0.79022 -3.61154 -0.98938  0.06
180 H 1.35980 -5.04005 -1.01422  0.06
181 H 2.80514 -5.71924 -2.69130  0.14
182 H 3.70263 -5.70197 -5.09903  0.09
183 H 4.26796 -4.25903 -4.40255  0.08
184 H 2.90991 -4.10261 -5.30778  0.08

HOMO level, eV: -8.83
Kohn-Sham gap, Ha: 0.3226